Entry 1:
This record from OMol25 describes one molecule with the formula C10H8O in a non-equilibrium geometry. The level of theory is ωB97M-V/def2-TZVPD.

SMILES string: c1ccc(-c2ccco2)cc1
Highest occupied orbital energy (Ha): -0.307
Energy (eV): -12544.595
Frontier orbital gap (eV): 9.352
LUMO level (eV): 1.00

```
! RIJCOSX wB97M-V def2-TZVPD def2/J DEFGRID3
* xyz 0 1
C -0.812 2.903 -0.793
C -1.165 2.425 0.443
C -0.824 1.133 0.780
C -0.117 0.323 -0.103
C 0.351 -1.052 0.320
C 0.425 -2.234 -0.350
C 0.950 -3.227 0.568
C 1.055 -2.596 1.695
O 0.740 -1.202 1.647
C 0.291 0.812 -1.395
C -0.083 2.083 -1.648
H -1.177 3.823 -1.022
H -1.694 2.989 1.000
H -1.098 0.810 1.765
H 0.054 -2.398 -1.545
H 1.039 -4.366 0.505
H 1.304 -2.726 2.868
H 0.768 0.039 -2.086
H -0.008 2.462 -2.649
*
```

For reference, the natural (NBO) charges in units of e are: -0.2014, -0.1806, -0.1995, -0.0564, 0.2619, -0.3026, -0.3387, 0.0910, -0.4381, -0.2022, -0.2029, 0.2056, 0.1914, 0.2200, 0.2403, 0.2514, 0.2219, 0.2327, 0.2062



Entry 2:
This record from OMol25 describes one molecule with the formula C10H8O4 in a non-equilibrium geometry. The level of theory is ωB97M-V/def2-TZVPD.

SMILES string: O=CC1=C/O[C@@H]2C=CO/C2=C/O/C=C\1
Highest occupied orbital energy (Ha): -0.299
Energy (eV): -18684.180
Frontier orbital gap (eV): 8.446
LUMO level (eV): 0.30

```
! RIJCOSX wB97M-V def2-TZVPD def2/J DEFGRID3
* xyz 0 1
O 2.989 2.190 0.529
C 2.724 1.045 0.339
C 1.453 0.587 -0.285
C 0.541 1.415 -0.753
O -0.622 1.015 -1.235
C -1.239 -0.220 -0.708
C -2.675 0.130 -0.760
C -2.947 0.680 0.391
O -1.972 0.452 1.314
C -0.972 -0.263 0.756
C -0.032 -0.812 1.554
O 0.835 -1.746 1.292
C 1.277 -1.850 -0.028
C 1.464 -0.814 -0.787
H 3.499 0.218 0.260
H 0.644 2.471 -0.507
H -0.821 -1.228 -1.136
H -3.369 0.245 -1.645
H -3.850 0.893 0.955
H -0.105 -0.546 2.634
H 1.411 -2.879 -0.299
H 1.767 -0.983 -1.882
*
```

For reference, the natural (NBO) charges in units of e are: -0.5208, 0.4270, -0.3187, 0.2619, -0.4946, -0.0051, -0.3269, 0.1518, -0.4734, 0.1464, 0.1432, -0.4785, 0.1227, -0.2917, 0.1055, 0.2036, 0.2365, 0.2430, 0.2167, 0.2096, 0.2029, 0.2391



Entry 3:
This record from OMol25 describes one molecule with the formula C10H8O4 in a non-equilibrium geometry. The level of theory is ωB97M-V/def2-TZVPD.

SMILES string: CC(=O)[C@]1(O)C(=O)Oc2ccccc21
Highest occupied orbital energy (Ha): -0.348
Energy (eV): -18688.282
Frontier orbital gap (eV): 9.660
LUMO level (eV): 0.19

```
! RIJCOSX wB97M-V def2-TZVPD def2/J DEFGRID3
* xyz 0 1
C -1.864 0.850 1.536
C -2.224 0.776 0.083
O -2.515 1.819 -0.521
C -1.832 -0.444 -0.795
O -2.274 -0.270 -2.121
C -2.083 -1.869 -0.030
O -3.166 -2.187 0.271
O -0.961 -2.425 0.311
C 0.108 -1.652 -0.093
C 1.438 -1.989 0.194
C 2.363 -1.071 -0.398
C 1.925 0.079 -1.130
C 0.545 0.441 -1.202
C -0.337 -0.494 -0.690
H -0.935 0.289 1.695
H -2.802 0.313 2.069
H -1.883 1.877 1.903
H -2.912 0.535 -2.190
H 1.506 -2.931 0.711
H 3.494 -1.201 -0.290
H 2.700 0.793 -1.642
H 0.062 1.329 -1.632
*
```

For reference, the natural (NBO) charges in units of e are: -0.7250, 0.5854, -0.5616, 0.0533, -0.6922, 0.7856, -0.5257, -0.4548, 0.2874, -0.2632, -0.1878, -0.2275, -0.1564, -0.1308, 0.2415, 0.2530, 0.2544, 0.5106, 0.2465, 0.2330, 0.2310, 0.2433



Entry 4:
This record from OMol25 describes one molecule with the formula C10H8OS in a non-equilibrium geometry. The level of theory is ωB97M-V/def2-TZVPD.

SMILES string: Oc1cccc(-c2cccs2)c1
Highest occupied orbital energy (Ha): -0.309
Energy (eV): -23382.088
Frontier orbital gap (eV): 9.139
LUMO level (eV): 0.73

```
! RIJCOSX wB97M-V def2-TZVPD def2/J DEFGRID3
* xyz 0 1
O -0.238 -0.914 -3.603
C -0.284 -1.119 -2.223
C -0.885 -2.320 -1.781
C -1.004 -2.538 -0.428
C -0.617 -1.569 0.504
C -0.124 -0.345 0.031
C 0.366 0.716 0.990
C 0.266 2.062 0.827
C 0.720 2.796 1.955
C 1.143 1.966 2.941
S 1.034 0.341 2.489
C 0.051 -0.151 -1.329
H 0.158 -0.074 -3.650
H -1.141 -3.096 -2.484
H -1.387 -3.490 0.031
H -0.740 -1.735 1.576
H -0.182 2.522 -0.056
H 0.788 3.894 2.016
H 1.659 2.218 3.808
H 0.417 0.836 -1.615
*
```

For reference, the natural (NBO) charges in units of e are: -0.6551, 0.3162, -0.2715, -0.1784, -0.2434, -0.0027, -0.2537, -0.2522, -0.2455, -0.4330, 0.4938, -0.3080, 0.4688, 0.2288, 0.2196, 0.2211, 0.2218, 0.2275, 0.2315, 0.2144



Entry 5:
This record from OMol25 describes one molecule with the formula C10H9Cl2NS in a non-equilibrium geometry. The level of theory is ωB97M-V/def2-TZVPD.

Highest occupied orbital energy (Ha): -0.267
Energy (eV): -47880.617
Frontier orbital gap (eV): 6.719
LUMO level (eV): -0.55

```
! RIJCOSX wB97M-V def2-TZVPD def2/J DEFGRID3
* xyz 0 1
C -1.293 0.320 1.186
C -2.357 0.807 0.529
C -2.642 -0.925 -1.150
C 1.288 0.084 0.695
C -1.555 -1.698 -0.952
C 1.613 1.509 0.617
C -0.246 -0.292 0.334
C -2.596 0.569 -0.911
C 2.534 -0.613 0.018
C 3.827 0.351 0.089
N -0.372 -1.162 -0.578
S 3.169 1.970 0.172
Cl 3.065 -2.129 0.921
Cl 5.151 0.098 -0.991
H -0.989 0.460 2.297
H -3.252 1.236 0.949
H -3.553 -1.278 -1.473
H 1.504 -0.051 1.839
H -1.322 -2.805 -1.026
H 0.854 2.333 0.976
H -3.417 1.152 -1.135
H -1.798 0.907 -1.439
H 2.388 -0.841 -0.969
*
```

For reference, the natural (NBO) charges in units of e are: -0.3087, -0.0825, -0.1969, -0.3548, -0.0317, -0.4458, 0.3080, -0.4961, -0.1680, -0.4425, -0.4426, 0.6739, -0.0741, 0.0143, 0.2401, 0.2083, 0.2083, 0.2500, 0.2308, 0.2538, 0.2212, 0.2208, 0.2144



Entry 6:
This record from OMol25 describes one molecule with the formula C10H9ClIN. The level of theory is ωB97M-V/def2-TZVPD.

SMILES string: [H]\N=C1/C=CC=C/C1=C/C=C(\I)CCl
Highest occupied orbital energy (spin up / spin down) (Ha): -0.296 / -0.296
Energy (eV): -32627.094
Frontier orbital gap (spin up / spin down) (eV): 7.305 / 7.306
LUMO level (spin up / spin down) (eV): -0.75 / -0.75

```
! RIJCOSX wB97M-V def2-TZVPD def2/J DEFGRID3
* xyz 0 1
H -0.029 -2.360 0.796
N 0.156 -1.397 0.518
C -0.873 -0.790 0.050
C -2.193 -1.386 0.012
C -3.289 -0.671 -0.303
C -3.174 0.691 -0.717
C -1.962 1.275 -0.807
C -0.748 0.586 -0.452
C 0.443 1.193 -0.706
C 1.772 0.707 -0.440
C 2.281 0.312 0.722
I 1.228 0.523 2.534
C 3.637 -0.258 0.948
Cl 4.648 -0.264 -0.516
H -2.263 -2.424 0.303
H -4.275 -1.110 -0.253
H -4.071 1.238 -0.969
H -1.875 2.298 -1.144
H 0.413 2.127 -1.258
H 2.443 0.715 -1.296
H 3.542 -1.301 1.267
H 4.191 0.297 1.710
*
```

For reference, the natural (NBO) charges in units of e are: 0.3402, -0.6424, 0.2025, -0.1978, -0.1955, -0.2424, -0.1477, -0.1252, -0.0892, -0.3057, -0.0484, 0.1821, -0.4444, -0.0565, 0.2025, 0.2148, 0.2162, 0.2095, 0.2086, 0.2445, 0.2385, 0.2359



Entry 7:
This record from OMol25 describes C10H9ClIrN3O3S as an isolated structure in a non-equilibrium geometry. The level of theory is ωB97M-V/def2-TZVPD.

Highest occupied orbital energy (spin up / spin down) (Ha): -0.301 / -0.298
Energy (eV): -47324.694
Frontier orbital gap (spin up / spin down) (eV): 6.561 / 6.555
LUMO level (spin up / spin down) (eV): -1.62 / -1.55

```
! RIJCOSX wB97M-V def2-TZVPD def2/J DEFGRID3
* xyz 0 1
Ir -0.083 0.367 -1.143
N -1.056 -3.399 -3.093
C -0.695 -2.396 -2.257
S 0.009 -0.997 -2.996
N -0.836 -2.552 -0.992
N -0.569 -1.420 -0.228
C -0.413 -1.714 1.032
C -0.224 -0.824 2.121
C -0.187 -1.340 3.433
C -0.002 -0.514 4.508
C 0.176 0.867 4.292
C 0.139 1.393 3.025
C -0.084 0.557 1.913
O -0.175 1.069 0.726
H -0.925 -3.306 -4.081
H -1.486 -4.221 -2.711
H -0.432 -2.776 1.261
H -0.323 -2.405 3.581
H 0.014 -0.915 5.512
H 0.349 1.524 5.135
H 0.258 2.452 2.839
Cl 0.971 4.900 -2.761
C 1.147 3.332 -3.593
C 0.706 2.238 -2.663
O -0.510 1.920 -2.573
O 1.530 1.604 -1.959
H 2.191 3.206 -3.858
H 0.510 3.348 -4.471
*
```

For reference, the natural (NBO) charges in units of e are: 1.1772, -0.7931, 0.2715, -0.1512, -0.4271, -0.3489, 0.1735, -0.2263, -0.1312, -0.2631, -0.1524, -0.2712, 0.4051, -0.7066, 0.4061, 0.4067, 0.2123, 0.2120, 0.2190, 0.2174, 0.2298, -0.0242, -0.4689, 0.7529, -0.6038, -0.6014, 0.2423, 0.2434



Entry 8:
This record from OMol25 describes C10H9ClIrN4O6S as an isolated structure. The level of theory is ωB97M-V/def2-TZVPD.

Highest occupied orbital energy (spin up / spin down) (Ha): -0.420 / -0.477
Energy (eV): -54940.899
Frontier orbital gap (spin up / spin down) (eV): 7.544 / 5.529
LUMO level (spin up / spin down) (eV): -3.89 / -7.44

```
! RIJCOSX wB97M-V def2-TZVPD def2/J DEFGRID3
* xyz 1 5
Ir 1.733 1.433 1.952
N 0.308 -3.456 -3.797
C 0.230 -2.868 -2.614
C 0.976 -1.672 -2.363
C 0.894 -1.078 -1.142
C 0.076 -1.649 -0.148
C -0.670 -2.819 -0.376
C -0.599 -3.430 -1.592
S 0.029 -0.940 1.488
O -1.138 -1.429 2.128
O 1.341 -1.178 2.049
N 0.074 0.675 1.227
C -1.112 1.346 0.827
N -1.217 2.608 1.184
C -2.334 3.220 0.798
C -3.321 2.565 0.079
C -3.077 1.245 -0.252
N -1.954 0.622 0.107
H 0.889 -3.081 -4.533
H -0.202 -4.304 -3.998
H 1.598 -1.260 -3.146
H 1.455 -0.177 -0.933
H -1.295 -3.209 0.416
H -1.158 -4.333 -1.799
H -2.434 4.261 1.081
H -4.232 3.062 -0.217
H -3.789 0.666 -0.828
O 4.315 4.844 3.693
Cl 4.703 3.707 2.860
O 5.212 2.525 3.559
O 1.894 2.060 3.519
O 2.807 2.046 0.773
*
```

For reference, the natural (NBO) charges in units of e are: 1.5806, -0.5836, 0.2513, -0.1658, -0.1825, -0.1443, -0.1821, -0.1609, 2.3165, -0.8648, -0.9190, -0.9521, 0.5231, -0.4413, 0.1124, -0.3006, 0.1011, -0.4953, 0.4294, 0.4295, 0.2447, 0.2648, 0.2797, 0.2439, 0.2212, 0.2465, 0.2114, -0.6749, 1.3728, -0.6918, -0.4942, -0.5757



Entry 9:
This record from OMol25 describes one molecule with the formula C10H9ClN4O2 in a non-equilibrium geometry. The level of theory is ωB97M-V/def2-TZVPD.

SMILES string: O=C(Cn1ncnn1)OCc1ccccc1Cl
Highest occupied orbital energy (Ha): -0.340
Energy (eV): -33092.910
Frontier orbital gap (eV): 9.975
LUMO level (eV): 0.71

```
! RIJCOSX wB97M-V def2-TZVPD def2/J DEFGRID3
* xyz 0 1
O 0.130 2.019 0.404
C 0.101 1.198 1.276
C 1.332 0.759 2.082
N 2.382 0.435 1.167
N 3.491 1.131 1.055
C 4.115 0.501 0.077
N 3.398 -0.535 -0.376
N 2.316 -0.559 0.316
O -0.969 0.530 1.677
C -2.176 0.732 0.929
C -2.029 0.259 -0.493
C -2.217 1.130 -1.557
C -2.054 0.702 -2.862
C -1.688 -0.608 -3.119
C -1.493 -1.492 -2.073
C -1.666 -1.057 -0.769
Cl -1.425 -2.178 0.523
H 1.681 1.582 2.709
H 1.073 -0.113 2.686
H 5.075 0.781 -0.301
H -2.927 0.148 1.466
H -2.437 1.794 0.946
H -2.482 2.156 -1.354
H -2.202 1.394 -3.676
H -1.549 -0.946 -4.135
H -1.202 -2.514 -2.259
*
```

For reference, the natural (NBO) charges in units of e are: -0.5706, 0.7911, -0.3214, 0.0036, -0.2477, 0.0942, -0.2572, -0.0399, -0.4899, -0.0936, -0.1033, -0.1589, -0.2139, -0.1880, -0.2241, -0.0150, 0.0124, 0.2594, 0.2444, 0.2105, 0.2177, 0.2054, 0.2177, 0.2180, 0.2194, 0.2298



Look up the energy of the sixth one.
-32627.094 eV